ORCA calculation (ωB97M-V with the def2-TZVPD basis set) on a structure of composition C3H5NO3.

The geometry in XYZ format:
```
12
Properties=species:S:1:pos:R:3:forces:R:3
C -0.8650 -0.0664 1.0233 0.512 1.004 -1.251
C 0.1324 1.2680 -0.0094 -0.701 -0.287 1.113
C 0.2417 -1.1188 -1.3621 -0.246 0.794 0.283
O -0.1508 -1.1083 1.2108 0.478 -0.617 -0.464
O 1.3956 1.1436 0.3994 0.110 -0.068 -0.185
N 0.4727 -1.9412 -0.5029 -0.216 0.242 0.625
O -0.3713 2.2591 -0.4251 0.189 -0.209 -0.156
H 1.5234 0.2515 0.7764 -0.155 0.047 -0.054
H -1.8288 -0.1483 0.5029 0.020 0.042 0.127
H -0.8091 0.7066 1.8023 -0.054 -0.192 0.024
H -0.1481 -0.0546 -0.9827 0.011 -0.590 -0.120
H 0.4073 -1.1913 -2.4329 0.054 -0.166 0.058
```
Forces are in eV/Å.

The calculation puts the molar mass at 103.08 g/mol. The calculation puts the max |F| at 0.033 Eh/bohr. As for the spin multiplicity: 1. The energy relative to the best compared isomer or geometry (same formula, charge and spin) is 6.0840 eV. The HOMO-LUMO gap comes out at 8.11 eV. Its calculated total energy is -397.613107 hartree. Its net charge is 0.

Charges obtained by natural (NBO) population analysis, quoted in units of e: -0.05, 0.69, -0.19, -0.51, -0.68, -0.07, -0.55, 0.51, 0.17, 0.22, 0.20, 0.26

ORCA calculation (ωB97M-V with the def2-TZVPD basis set) on a cluster of 2 separate species, C3H5NO3 in total.

The geometry in XYZ format:
```
12
Properties=species:S:1:pos:R:3:forces:R:3
C 1.2083 -1.5201 -0.9887 -1.112 -1.733 -2.878
C -0.6508 0.1952 0.3848 -2.817 0.903 -0.698
C -1.4509 1.4877 0.6554 -0.709 1.080 -5.407
N 1.7821 -0.7879 -0.1646 -0.837 1.140 1.139
O 2.7359 -0.6900 0.5124 0.173 0.495 -0.016
O -1.0771 -0.9398 0.2790 -0.370 0.105 0.663
O 0.4974 0.6350 0.1747 5.199 -1.354 -0.604
H 0.1629 -1.3988 -1.2989 0.806 0.441 0.493
H 1.7397 -2.3291 -1.5420 0.167 0.671 1.069
H -0.8270 2.4383 0.3923 -1.181 -1.893 0.793
H -1.6959 1.3964 1.6182 -1.271 0.347 3.911
H -2.4245 1.5130 -0.0226 1.952 -0.202 1.538
```
Forces are in eV/Å.

The calculation puts the molar mass at 103.08 g/mol. The calculation puts the max |F| at 0.108 Eh/bohr. As for the spin multiplicity: 1. The energy relative to the best compared isomer or geometry (same formula, charge and spin) is 6.1273 eV. The HOMO-LUMO gap comes out at 8.57 eV. Its calculated total energy is -397.611518 hartree. Its net charge is 0.

Charges obtained by natural (NBO) population analysis, quoted in units of e: -0.20, 0.77, -0.69, 0.35, -0.24, -0.67, -0.52, 0.28, 0.23, 0.23, 0.22, 0.23

ORCA calculation (ωB97M-V with the def2-TZVPD basis set) on an isolated molecule of C3H5NO3.

The geometry in XYZ format:
```
12
Properties=species:S:1:pos:R:3:forces:R:3
C 0.9007 -0.4663 -0.4908 -0.416 0.497 -1.031
C -1.5014 2.0169 -0.4651 0.459 -1.792 3.521
C 1.2459 -1.5524 0.4588 -1.602 -0.357 -2.025
N -0.0552 0.2874 -0.0877 2.201 -0.918 -2.049
O -0.5344 1.2878 -1.0200 -0.635 0.524 -0.050
O -2.0546 2.8409 -1.2420 0.939 0.240 -3.211
O 0.7054 -1.2417 1.7047 -0.128 0.217 0.834
H 0.6491 -2.4756 -0.1175 1.841 1.926 1.580
H 2.3178 -1.6994 0.5809 0.002 -0.375 -0.603
H -0.4241 0.3636 0.8225 -1.127 0.510 1.232
H -1.6166 2.6982 -2.1430 -0.789 0.720 0.490
H 0.3675 -2.0594 1.9989 -0.746 -1.193 1.314
```
Forces are in eV/Å.

The calculation puts the molar mass at 103.08 g/mol. The calculation puts the max |F| at 0.077 Eh/bohr. As for the spin multiplicity: 1. The energy relative to the best compared isomer or geometry (same formula, charge and spin) is 7.2034 eV. The HOMO-LUMO gap comes out at 9.40 eV. Its calculated total energy is -397.571969 hartree. Its net charge is 0.

Charges obtained by natural (NBO) population analysis, quoted in units of e: 0.06, 0.38, -0.17, -0.28, -0.39, -0.63, -0.74, 0.20, 0.21, 0.41, 0.47, 0.47